6 unconnected molecules or ions with the total composition C19H44BBrO19P, computed with ωB97M-V/def2-TZVPD.

```
85
C19H44BBrO19P, DFT ωB97M-V/def2-TZVPD
H -5.901 5.618 -0.584
C -6.717 -0.095 -5.080
H 8.359 -6.948 4.876
C -5.224 1.327 -4.024
H -1.582 4.445 3.728
O 8.104 3.321 0.450
H -3.758 -2.498 -1.650
H 0.177 -1.404 1.425
O 2.525 -1.227 0.188
H -4.251 5.980 -1.126
C -4.946 6.043 -0.290
H -5.520 -2.276 -1.475
H -4.416 -7.223 -2.219
O 5.851 3.213 0.307
H 6.964 -3.572 -0.155
H -2.420 -1.352 -0.558
H 6.179 -2.985 1.318
H -3.200 0.090 -0.064
H 3.707 -1.983 1.531
H -5.088 7.083 0.000
H 7.493 5.229 -0.099
B 0.518 2.018 1.634
H 7.401 4.868 1.645
O -2.978 4.872 2.310
H 0.080 3.596 0.619
O -6.123 1.204 -5.001
C -4.700 -2.393 -2.182
C 6.932 2.694 0.260
H -7.251 -0.329 -4.161
H -1.733 6.173 3.360
O -2.648 6.593 0.884
P 0.304 0.046 1.484
H -4.177 2.690 -2.040
H -0.719 0.158 2.576
H -0.641 -0.051 -0.868
C -5.020 -4.679 -2.401
O -5.224 -5.648 -3.306
O -4.933 -4.839 -1.215
C 1.807 0.026 0.228
C 7.500 -6.391 4.510
H 5.381 0.588 0.667
H -3.436 3.849 -3.160
H -5.494 -7.638 -3.566
O 7.878 -5.845 3.247
H -0.904 5.068 2.225
C -2.825 -1.256 1.509
O -4.906 0.460 -3.251
H 6.373 -0.407 -0.404
O -4.479 5.271 0.814
O -4.736 2.562 -4.045
O 7.390 -4.671 1.500
H -4.643 -1.503 -2.804
C -3.750 2.817 -3.032
H -3.892 -1.414 1.459
C -1.055 0.191 0.105
O 3.565 -1.100 1.163
O 0.758 2.907 0.570
C 6.460 -3.875 0.758
C 7.971 4.712 0.731
H 5.465 0.955 -1.076
C 6.918 -5.123 2.659
H -2.666 -0.673 2.397
C -3.298 5.670 1.301
C 6.021 0.602 -0.210
H 1.311 -0.144 2.572
O 5.821 -4.921 3.105
H 1.569 0.329 -0.792
O 0.452 2.608 2.878
H -7.422 -0.063 -5.906
O -4.931 -3.521 -3.045
H 2.530 0.755 0.586
Br -2.155 -3.093 1.773
H -2.891 2.162 -3.156
H 7.257 -5.599 5.215
H -6.179 -7.006 -2.056
H -5.963 -0.854 -5.279
H -1.313 1.250 0.029
H 0.147 1.934 3.507
H 6.654 -7.067 4.399
H 5.576 -4.454 0.500
C -5.333 -6.951 -2.739
O 7.187 1.415 0.009
C -1.721 5.170 2.934
H 8.978 5.099 0.864
C -2.398 -0.592 0.209
```

Properties
E_tot = -5120.0450 a.u.
HOMO energy = -3.063 eV
Net charge = -1
Kohn-Sham gap = 5.25 eV

Here are the Mulliken charges for atoms 1 to 5, given in e: number 1, H, carries 0.219; number 2, C, carries -0.586; number 3, H, carries 0.212; number 4, C, carries 0.826; number 5, H, carries 0.177